one:
Computed, not measured: a 2-piece molecular cluster, C3H6N2O overall, with wB97M-V/def2-TZVPD.

Summary:
Molar mass   86.1 g/mol
2S+1   1
Frontier orbital gap   9.814 eV

Each line ends with the Löwdin charge.
Positions of all 12 atoms, in Å:
C  -0.21322  0.62986  0.69032  -0.330
C  -0.98801  -2.49444  0.76039  -0.012
H  -0.24699  1.72465  0.61081  0.121
C  0.94860  0.72611  -1.49674  -0.104
O  -1.64334  -2.92452  1.58322  0.026
H  0.36867  -0.97257  -0.35583  0.062
N  0.46027  0.03504  -0.33002  -0.073
H  0.88319  1.80534  -1.32895  0.077
H  1.99975  0.48262  -1.68865  0.078
H  0.36926  0.48784  -2.39821  0.080
N  -0.73220  -0.04781  1.64180  0.034
H  -1.20598  0.54788  2.31187  0.041

two:
Computed, not measured: a 2-piece molecular cluster, C3H6N2O overall, with wB97M-V/def2-TZVPD.

Summary:
Molar mass   86.1 g/mol
SMILES   N=C=N.CC=O
2S+1   1
Frontier orbital gap   11.127 eV

Each line ends with the Löwdin charge.
Positions of all 12 atoms, in Å:
C  -0.36095  0.85208  1.25220  -0.303
O  0.06662  -0.25380  1.49819  0.016
H  -1.11768  1.31584  1.91872  0.117
H  0.59288  1.07147  -0.65650  0.063
H  1.65531  -1.02768  -0.23537  0.055
N  -1.05516  -2.05650  -1.12874  0.136
C  0.09160  1.69099  0.09111  -0.052
H  -1.39218  -2.93120  -0.74583  0.069
N  1.33064  -1.51277  -1.06752  0.129
C  0.14256  -1.81874  -1.02441  -0.400
H  0.79635  2.44721  0.46048  0.088
H  -0.74998  2.22310  -0.36234  0.081

Verdict on stability: two comes out at the bottom.

one:
Computed, not measured: an isolated molecule of C3H6N2O, with wB97M-V/def2-TZVPD.

Summary:
Molar mass   86.1 g/mol
SMILES   [H]/N=C/N(O)C=C
2S+1   1
Frontier orbital gap   9.208 eV

Each line ends with the Löwdin charge.
Positions of all 12 atoms, in Å:
N  2.23345  0.46573  0.45031  0.066
H  1.94783  -1.04877  -0.70221  0.080
C  -2.06220  0.11854  0.19014  0.003
H  0.32749  1.36733  0.78992  0.133
C  0.95582  0.55970  0.38419  -0.238
H  -3.09687  0.02168  -0.14842  0.054
O  1.03767  -1.37669  -0.87200  0.009
H  2.66853  1.23266  0.96798  0.053
H  -1.30010  -1.17972  -1.33747  0.124
H  -1.86280  0.73553  1.06788  0.051
C  -1.10831  -0.49895  -0.50439  -0.155
N  0.25950  -0.39704  -0.28594  -0.180

two:
Computed, not measured: a 2-piece molecular cluster, C3H6N2O overall, with wB97M-V/def2-TZVPD.

Summary:
Molar mass   86.1 g/mol
2S+1   1
Frontier orbital gap (alpha / beta)   8.063 / 8.066 eV

Each line ends with the Löwdin charge.
Positions of all 12 atoms, in Å:
H  0.51965  -1.32570  0.95711  0.145
H  -1.34648  -1.01930  -0.69548  0.096
C  -0.51855  -0.32122  -0.63868  0.124
N  0.52954  0.78497  0.86943  -0.016
H  -0.96973  1.07601  0.81550  0.018
O  -1.88244  0.86079  0.33565  -0.087
C  0.65487  -0.51408  0.23382  -0.501
H  1.05420  1.46148  0.31226  0.052
H  -0.38500  0.33714  -1.48848  0.113
H  -2.41270  0.33444  0.95691  0.076
C  1.89427  -0.75731  -0.52207  -0.171
N  2.86235  -0.91722  -1.13597  0.151

three:
Computed, not measured: an isolated molecule of C3H6N2O, with wB97M-V/def2-TZVPD.

Summary:
Molar mass   86.1 g/mol
SMILES   NC(=O)N1CC1
2S+1   1
Frontier orbital gap   10.491 eV

Each line ends with the Löwdin charge.
Positions of all 12 atoms, in Å:
C  0.96034  0.17820  0.09205  -0.589
H  -1.08984  0.26448  1.66565  0.108
C  -1.37104  -0.73369  -0.25790  -0.132
N  -0.31769  0.24161  -0.51353  0.005
H  2.92049  0.27721  -0.14238  0.106
C  -1.32377  0.43872  0.60927  -0.112
O  1.07364  0.26648  1.30181  0.029
H  -1.07570  -1.68378  0.18261  0.118
H  2.14039  -0.06122  -1.65553  0.100
H  -1.85218  1.35956  0.42747  0.103
H  -2.13984  -0.77224  -1.01744  0.101
N  2.07520  0.22467  -0.69209  0.164

four:
Computed, not measured: an isolated molecule of C3H6N2O, with wB97M-V/def2-TZVPD.

Summary:
Molar mass   86.1 g/mol
2S+1   1
Frontier orbital gap   8.048 eV

Each line ends with the Löwdin charge.
Positions of all 12 atoms, in Å:
O  -1.33212  0.44441  1.19006  0.016
H  2.36605  -0.41132  0.07102  0.059
H  -1.30255  -1.94262  -1.42993  0.071
H  -0.34658  -1.97566  -0.07213  0.082
H  2.02729  1.28090  0.84638  0.056
H  -0.81041  0.82740  1.90020  0.097
N  -0.45290  -1.58905  -1.01196  0.074
C  -0.39261  -0.18947  -1.00602  -0.269
C  1.70063  0.41841  0.27737  0.011
H  -1.16302  1.83013  -0.37942  0.137
C  -0.84346  0.83946  -0.04637  -0.247
N  0.54970  0.46742  -0.33920  -0.088

Verdict on stability: two comes out at the bottom.

one:
Computed, not measured: a 2-piece molecular cluster, C3H6N2O overall, with wB97M-V/def2-TZVPD.

Summary:
Molar mass   86.1 g/mol
SMILES   N=C=N.CC=O
2S+1   1
Frontier orbital gap   10.993 eV

Each line ends with the Löwdin charge.
Positions of all 12 atoms, in Å:
H  -0.55171  0.83704  2.22507  0.085
H  -0.90555  0.38959  0.52984  0.040
H  1.49877  -0.66945  2.20304  0.115
O  1.64460  -0.11894  0.27397  0.024
N  0.10461  -1.06194  -2.15066  0.146
H  -0.83786  1.68721  -1.11700  0.060
H  0.96525  -1.11345  -2.68109  0.076
N  -1.08514  1.05389  -1.86784  0.128
H  -0.98617  -0.82559  1.82732  0.086
C  1.00873  -0.27178  1.28941  -0.309
C  -0.40648  0.03731  -1.99410  -0.400
C  -0.44904  0.05611  1.46204  -0.051

two:
Computed, not measured: a 2-piece molecular cluster, C3H6N2O overall, with wB97M-V/def2-TZVPD.

Summary:
Molar mass   86.1 g/mol
SMILES   c1c[nH]cn1.O
2S+1   1
Frontier orbital gap   10.025 eV

Each line ends with the Löwdin charge.
Positions of all 12 atoms, in Å:
H  2.36589  0.33715  0.14453  0.116
C  -0.51370  -0.44662  1.29761  -0.130
H  -1.31710  -0.50057  2.01281  0.103
O  -1.38940  1.59424  -2.20465  -0.084
N  0.83909  -0.97784  -0.42660  0.047
C  -0.36133  -1.26279  0.21750  -0.162
H  -1.01800  -2.02716  -0.15606  0.092
H  0.87873  0.77808  2.18747  0.146
C  1.34303  0.01517  0.25982  -0.237
N  0.57456  0.40494  1.30432  0.045
H  -0.56619  1.08280  -2.19241  0.021
H  -1.80643  1.44144  -1.32410  0.043

three:
Computed, not measured: an isolated molecule of C3H6N2O, with wB97M-V/def2-TZVPD.

Summary:
Molar mass   86.1 g/mol
SMILES   [H]/N=C(/C=O)NC
2S+1   1
Frontier orbital gap   9.739 eV

Each line ends with the Löwdin charge.
Positions of all 12 atoms, in Å:
C  -0.19057  1.59183  -0.63374  -0.077
H  0.02515  2.46333  -0.00709  0.085
H  1.03594  -0.58527  -1.70308  0.036
H  -0.96482  0.50126  1.02500  0.125
N  -0.40913  0.42400  0.18489  -0.016
N  0.92111  -1.24485  -0.93344  0.133
O  -0.82398  -1.47008  2.06167  0.057
H  0.50892  -2.67683  1.10329  0.122
C  0.19261  -0.78245  0.01391  -0.444
H  0.68422  1.42482  -1.27074  0.075
C  -0.05812  -1.73008  1.16281  -0.181
H  -1.04810  1.82612  -1.27823  0.085

four:
Computed, not measured: a 2-piece molecular cluster, C3H6N2O overall, with wB97M-V/def2-TZVPD.

Summary:
Molar mass   86.1 g/mol
SMILES   c1c[nH]cn1.O
2S+1   1
Frontier orbital gap   9.898 eV

Each line ends with the Löwdin charge.
Positions of all 12 atoms, in Å:
H  2.40887  -1.81666  -2.38019  0.140
C  0.76061  -1.28925  -1.20727  -0.225
C  1.83893  0.00040  0.10420  -0.172
H  1.96976  0.82239  0.78466  0.091
H  -5.40788  1.83481  3.16517  0.041
H  -5.77468  2.77255  1.92353  0.024
H  3.82560  -0.39380  -0.85902  0.099
N  0.59477  -0.51479  -0.16910  0.042
O  -5.08352  2.48278  2.51728  -0.065
N  2.08010  -1.42088  -1.51746  0.028
H  0.01983  -1.97013  -1.61049  0.114
C  2.76761  -0.50742  -0.75131  -0.118

Verdict on stability: one comes out at the bottom.

one:
Computed, not measured: an isolated molecule of C3H6N2O, with wB97M-V/def2-TZVPD.

Summary:
Molar mass   86.1 g/mol
SMILES   C[C@H]1N2O[C@@]12N
2S+1   1
Frontier orbital gap   10.281 eV

Each line ends with the Löwdin charge.
Positions of all 12 atoms, in Å:
N  0.70818  0.39652  1.15421  0.213
C  1.08152  -1.17248  -0.84596  -0.051
H  1.83623  -1.83987  -0.42878  0.078
C  -0.38802  0.77181  0.29794  -0.653
H  -0.46039  -1.29930  0.76394  0.145
N  -1.68562  1.10172  0.67883  0.134
C  0.22158  -0.62005  0.25359  -0.261
O  0.61259  1.57960  -0.06983  0.056
H  0.47648  -1.72747  -1.56251  0.076
H  -1.69578  1.94568  1.24227  0.095
H  1.58594  -0.35561  -1.36018  0.077
H  -2.29271  1.21945  -0.12352  0.091

two:
Computed, not measured: an isolated molecule of C3H6N2O, with wB97M-V/def2-TZVPD.

Summary:
Molar mass   86.1 g/mol
SMILES   [H]/N=C/N(O)C=C
2S+1   1
Frontier orbital gap   9.234 eV

Each line ends with the Löwdin charge.
Positions of all 12 atoms, in Å:
H  1.13064  -1.47257  -2.83113  0.094
H  -0.74749  1.19197  -1.17584  0.142
N  0.33078  0.00598  0.23572  -0.170
H  -0.11046  0.29106  1.99312  0.103
C  0.47551  -0.88343  -2.06157  -0.008
N  -1.23665  1.24479  1.02872  0.040
H  -0.42587  -0.42243  -2.48402  0.040
H  -1.93542  2.06971  0.86011  0.104
O  0.41573  -0.51247  1.58159  -0.039
H  1.63608  -1.33316  -0.58473  0.060
C  -0.63139  1.00400  -0.06660  -0.208
C  0.73384  -0.95060  -0.75206  -0.158

three:
Computed, not measured: an isolated molecule of C3H6N2O, with wB97M-V/def2-TZVPD.

Summary:
Molar mass   86.1 g/mol
SMILES   O=C1NCCN1
2S+1   1
Frontier orbital gap   10.861 eV

Each line ends with the Löwdin charge.
Positions of all 12 atoms, in Å:
C  -0.97257  -0.06778  0.79353  -0.567
H  1.03382  0.40070  0.99481  0.127
N  -0.66480  1.05883  -0.00098  0.054
H  1.44235  1.41598  -0.40868  0.120
H  -1.27191  -1.62717  -0.45742  0.123
C  0.57846  -0.67379  -0.78555  -0.175
H  0.27261  -0.52076  -1.83009  0.115
C  0.75841  0.65546  -0.05048  -0.184
H  -0.84716  1.92903  0.48484  0.125
N  -0.50362  -1.22110  0.06699  0.045
O  -1.29425  -0.04091  1.95158  0.108
H  1.46865  -1.30848  -0.75855  0.110

four:
Computed, not measured: an isolated molecule of C3H6N2O, with wB97M-V/def2-TZVPD.

Summary:
Molar mass   86.1 g/mol
SMILES   N#C[C@H](O)CN
2S+1   1
Frontier orbital gap   11.361 eV

Each line ends with the Löwdin charge.
Positions of all 12 atoms, in Å:
H  -1.12543  1.31307  -0.13605  0.116
C  -0.60868  0.36431  -0.29948  -0.187
N  2.38493  -0.00775  -1.97764  0.147
H  1.08964  1.57704  0.39106  0.141
H  -1.43034  -1.51834  -0.07078  0.091
C  1.76383  0.20952  -1.02618  -0.164
H  -2.10680  -0.38662  0.90606  0.087
O  1.20929  -0.27300  1.23535  -0.036
N  -1.24013  -0.69174  0.48181  -0.002
C  0.89808  0.52551  0.13884  -0.377
H  -0.64966  0.15179  -1.37200  0.114
H  0.39177  -0.79572  1.39071  0.071

Verdict on stability: two comes out at the bottom.

one:
Computed, not measured: an isolated molecule of C3H6N2O, with wB97M-V/def2-TZVPD.

Summary:
Molar mass   86.1 g/mol
SMILES   N#C[C@@H](N)CO
2S+1   1
Frontier orbital gap   10.812 eV

Each line ends with the Löwdin charge.
Positions of all 12 atoms, in Å:
C  -1.04805  -0.57441  -0.27062  -0.221
H  -2.03140  1.04670  -0.76120  0.096
C  0.44567  -0.45559  0.06843  -0.385
N  1.90440  0.67145  -1.82057  0.141
N  0.59397  0.17179  1.36803  0.051
H  0.84526  -1.47453  0.11889  0.142
H  -1.47131  -1.37638  0.34418  0.125
H  1.50620  0.60247  1.46058  0.082
O  -1.72116  0.62688  0.04410  -0.055
C  1.21834  0.21064  -1.00932  -0.179
H  -1.16317  -0.84548  -1.32669  0.129
H  -0.09424  0.91292  1.46615  0.072

two:
Computed, not measured: a 2-piece molecular cluster, C3H6N2O overall, with wB97M-V/def2-TZVPD.

Summary:
Molar mass   86.1 g/mol
2S+1   1
Frontier orbital gap   8.152 eV

Each line ends with the Löwdin charge.
Positions of all 12 atoms, in Å:
N  -1.54051  -1.24133  2.03134  0.058
O  0.61636  0.89603  0.88385  -0.056
C  -0.60584  -0.12429  -0.94049  -0.034
N  2.17382  0.79125  0.30586  0.059
H  -1.55351  0.13428  -1.34229  0.069
H  -1.52329  0.85616  2.62310  0.065
C  -0.36997  0.46495  0.39369  -0.314
H  0.21438  0.08643  -1.57091  0.050
H  2.40502  0.34922  1.20882  0.049
H  2.09886  0.05966  -0.46586  0.046
H  -0.47452  -1.18737  -0.43021  0.143
C  -1.66506  -0.10793  2.19939  -0.135

Verdict on stability: two comes out at the bottom.